A structure of composition C21H19Br2F2N4O2SZn. Source: OMol25; level of theory: ωB97M-V with the def2-TZVPD basis set.

Calculated values
E_tot: -236911.1636 eV
E_LUMO (spin up / spin down): 1.843 / 1.844 eV
ΔE to the lowest compared entry with this formula, charge and spin: 2.752 eV
HOMO energy (spin up / spin down): -2.00 / -2.00 eV
Net charge: -1

The geometry in XYZ format:
```
52
Properties=species:S:1:pos:R:3:lowdin_charge:R:1
Zn -0.10 -0.19 -0.32 0.529
Br -6.66 -1.63 -2.08 0.715
C -4.85 -1.27 -1.59 -0.670
C -3.84 -1.47 -2.56 -0.089
C -2.55 -1.20 -2.14 -0.135
N -2.22 -0.78 -0.92 0.094
C -3.21 -0.58 0.01 -0.158
C -4.57 -0.84 -0.34 -0.061
C -2.81 -0.13 1.30 -0.187
C -3.70 0.10 2.38 -0.070
C -3.18 0.50 3.57 -0.676
Br -4.35 0.81 5.04 0.696
C -1.80 0.70 3.76 -0.085
C -1.01 0.46 2.65 -0.114
N -1.47 0.08 1.47 0.080
H -4.06 -1.80 -3.56 0.097
H -1.73 -1.32 -2.83 0.114
H -5.36 -0.69 0.38 0.095
H -4.76 -0.05 2.28 0.089
H -1.39 1.02 4.70 0.096
H 0.07 0.59 2.70 0.100
C 3.85 2.13 -2.00 -0.239
S 2.79 0.86 -1.27 0.878
O 3.58 -0.41 -1.41 -0.536
C 2.96 1.44 0.41 -0.400
C 3.62 0.63 1.32 -0.088
C 3.74 1.04 2.63 -0.081
C 3.17 2.25 3.04 -0.106
C 2.49 3.04 2.12 -0.097
C 2.38 2.64 0.80 -0.099
H 4.83 2.07 -1.54 0.057
H 3.40 3.11 -1.84 0.045
H 3.91 1.92 -3.07 0.043
H 3.99 -0.33 0.98 0.104
H 4.24 0.41 3.35 0.099
H 3.25 2.56 4.07 0.091
H 2.03 3.96 2.44 0.096
H 1.83 3.24 0.09 0.096
O 1.12 -0.99 1.03 -0.732
N 1.56 -2.37 -2.42 0.010
C 1.58 -3.65 -2.83 -0.119
C 0.51 -4.28 -2.24 -0.086
C -0.10 -3.28 -1.46 -0.174
N 0.54 -2.13 -1.58 -0.001
H 2.28 -1.66 -2.49 0.107
H 2.37 -4.02 -3.47 0.103
H 0.22 -5.31 -2.35 0.079
H -0.97 -3.33 -0.83 0.101
F -1.08 1.65 -2.33 -0.124
C -0.25 1.69 -1.19 -0.401
F -0.90 2.58 -0.33 -0.107
H 0.62 2.25 -1.55 0.021
```